The molecule C14H13N5O3S at a distorted geometry. Source: the OMol25 dataset; level of theory: ωB97M-V/def2-TZVPD.

Last column: Mulliken charge in e.
CARTESIAN COORDINATES (ANGSTROEM)
O 0.86981 -2.34146 0.77288  -0.59
C 1.66195 -1.37540 0.49350  0.47
N 1.21722 -0.03138 0.16327  0.15
N -0.14757 0.32156 0.02790  -0.68
C -1.21969 -0.55490 0.02832  -0.71
C -2.58433 0.14772 0.06623  0.11
C -3.76374 -0.58813 0.29646  -1.27
C -5.04339 0.06804 -0.13567  1.30
C -6.14761 -0.81681 0.02070  -0.42
C -7.36001 -0.45398 -0.02111  -0.26
C -7.72312 1.12629 -0.25208  -0.54
C -6.71801 1.91836 -0.50236  -0.90
C -5.28607 1.20914 -0.38675  0.12
H -4.48231 2.18982 -0.33879  -0.08
H -6.82691 2.84792 -0.72875  0.60
H -8.75437 1.23685 -0.24460  0.42
H -8.17713 -1.27302 0.14314  0.25
H -5.93069 -1.93821 0.39917  0.10
H -3.50080 -1.41259 0.28837  0.72
H -2.54721 1.33818 -0.09024  0.13
H -1.26485 -1.44455 0.31863  0.64
H 1.62421 0.71412 0.24312  0.26
C 3.02598 -1.35285 0.58321  -1.66
H 3.36088 -1.45870 -0.31619  0.81
H 3.30425 -2.20937 0.81266  1.17
S 3.92379 -0.02426 1.33295  -0.18
C 5.31704 -0.13269 0.41792  0.27
N 5.59536 -0.60580 -0.57257  0.01
N 6.63191 -0.66955 -1.10419  -0.36
C 7.72050 0.26326 -0.90493  0.39
O 8.71851 0.47952 -1.65780  -0.64
N 7.33950 1.13884 -0.06181  -0.07
C 6.25136 1.18063 0.84911  0.24
O 5.98478 1.79928 1.69316  -0.32
H 8.02706 1.81137 0.28308  0.26
H 6.90372 -1.10722 -1.91595  0.26

Properties
- HOMO level (eV) = -8.290
- SMILES string = O=C(CSc1n[nH]c(=O)[nH]c1=O)N/N=C/C=C/c1ccccc1
- Kohn-Sham gap (eV) = 8.1
- electronic energy (Ha) = -1438.42568
- lowest unoccupied orbital energy (eV) = -0.15